ORCA calculation (ωB97M-V with the def2-TZVPD basis set) on a cluster of 10 separate species, C43H54N9O17 in total at a distorted geometry.

Output
Charge: -1
Energy above the lowest of the compared OMol25 structures with the same formula, charge and spin (kcal/mol): 89.70
HOMO-LUMO gap (Eh): 0.235
HOMO energy (Eh): -0.2310
2S+1: 1

Last column: Löwdin charge in e.
CARTESIAN COORDINATES (ANGSTROEM)
C (11.1870, 48.4820, 4.9570)  -0.88
O (11.3410, 48.3300, 6.1660)  -0.05
O (12.1620, 47.8900, 4.1250)  -0.02
O (10.4400, 49.2210, 4.4030)  0.02
H (12.9940, 47.5170, 4.5430)  0.05
C (9.8040, 51.9710, 9.1910)  -0.05
C (8.3030, 52.4000, 9.5630)  -0.02
C (7.2160, 51.7430, 8.8630)  0.01
C (7.4280, 50.5290, 7.8650)  -0.10
C (8.9130, 50.3900, 7.2820)  0.15
C (9.9750, 51.1340, 8.0990)  -0.09
N (6.5140, 49.5500, 7.4690)  -0.33
O (6.7310, 48.7690, 6.4620)  0.02
O (5.3710, 49.6830, 8.0890)  -0.01
H (10.6220, 52.5940, 9.5830)  0.09
H (8.0990, 52.7620, 10.3900)  -0.03
H (6.0860, 52.1370, 9.1210)  0.15
H (9.1690, 49.6590, 6.6460)  0.02
H (11.1540, 50.9340, 7.8820)  0.14
C (13.8590, 45.5940, 6.3340)  -0.09
C (13.4060, 44.4800, 5.4620)  0.01
C (14.4460, 43.2040, 5.3120)  0.10
C (15.8530, 43.2810, 6.1050)  -0.09
C (16.1240, 44.4280, 7.1640)  0.10
C (15.0720, 45.6570, 7.1680)  0.00
N (16.9160, 42.2880, 5.9970)  -0.38
O (17.7130, 42.1220, 6.9570)  0.02
O (16.7900, 41.4730, 5.1030)  0.05
H (13.1320, 46.3990, 6.3060)  0.05
H (12.4360, 44.4300, 4.9550)  0.08
H (14.3660, 42.3050, 4.6390)  0.08
H (16.8780, 44.3040, 7.8510)  0.04
H (15.0930, 46.4710, 7.8050)  0.02
C (6.2950, 51.9260, 4.5190)  -0.10
C (5.5060, 53.2030, 4.3760)  -0.02
C (5.9610, 54.3060, 3.3230)  0.08
C (7.2320, 54.0500, 2.4210)  -0.10
C (8.0760, 52.8320, 2.6760)  0.07
C (7.5150, 51.7610, 3.7870)  -0.03
N (7.6640, 55.0800, 1.4510)  -0.38
O (7.7720, 56.2760, 1.8030)  0.05
O (7.8740, 54.6290, 0.3550)  0.09
H (6.0400, 51.0540, 5.3980)  0.14
H (4.6560, 53.3330, 4.9180)  0.02
H (5.5010, 55.1940, 3.1820)  0.02
H (9.0030, 52.7100, 2.0960)  0.09
H (8.2170, 50.9120, 3.7440)  0.07
C (19.5100, 44.7980, 4.3760)  -0.05
C (18.8390, 44.2330, 3.2000)  -0.11
C (17.5630, 44.6490, 2.6570)  0.02
C (16.7830, 45.7330, 3.4270)  -0.02
C (17.5170, 46.4410, 4.7110)  0.06
C (18.7380, 45.8260, 5.0500)  -0.12
N (15.4200, 46.1970, 3.1280)  -0.31
O (15.0510, 47.3590, 3.6330)  -0.02
O (14.7350, 45.6870, 2.2850)  0.10
H (20.4830, 44.2220, 4.6320)  0.13
H (19.3080, 43.1680, 2.6780)  0.16
H (17.0160, 44.3430, 1.8510)  0.06
H (16.9590, 47.2090, 5.3770)  0.11
H (19.0510, 46.1460, 5.9560)  0.05
C (12.7160, 49.5380, -0.6160)  -0.04
C (11.9050, 50.1750, -1.9730)  0.05
C (10.3830, 50.2050, -1.9120)  0.03
C (9.6670, 49.9040, -0.5900)  -0.08
C (10.4220, 49.4750, 0.6420)  0.09
C (12.0210, 49.2830, 0.6050)  -0.06
N (8.1930, 50.2290, -0.6060)  -0.37
O (7.6290, 50.7150, -1.5960)  0.05
O (7.6810, 50.0600, 0.4690)  0.07
H (13.8420, 49.3740, -0.5050)  0.09
H (12.3790, 50.5370, -2.8050)  0.02
H (9.9670, 50.3980, -2.7310)  -0.01
H (9.9980, 49.2020, 1.6090)  0.08
H (12.6050, 48.7970, 1.3620)  0.07
C (13.1390, 46.6970, 10.9190)  -0.27
O (13.9130, 46.9550, 9.9240)  -0.10
N (11.7920, 46.8740, 10.7670)  -0.18
C (10.9180, 46.4150, 11.8560)  -0.04
C (11.1210, 47.3420, 9.5380)  -0.01
H (13.6320, 46.2260, 11.9870)  0.19
H (11.0200, 46.8930, 12.8490)  0.10
H (11.2560, 45.4140, 11.7380)  0.08
H (9.9670, 46.4360, 11.4810)  0.05
H (10.6660, 48.2130, 9.6170)  0.04
H (10.2180, 46.6740, 9.2750)  0.11
H (11.6950, 47.1460, 8.6960)  0.04
C (11.6200, 54.5940, 4.1680)  -0.43
O (10.6890, 54.6490, 3.3780)  -0.03
N (12.3000, 53.5270, 4.4020)  -0.14
C (13.4650, 53.5390, 5.3400)  0.01
C (11.7930, 52.1980, 3.7840)  0.03
H (11.6750, 55.6090, 4.8150)  0.17
H (13.5950, 54.6350, 5.4950)  0.11
H (14.2290, 53.3720, 4.6780)  0.06
H (13.4320, 52.8020, 5.9500)  0.01
H (12.1980, 52.0830, 2.6860)  0.12
H (10.8030, 52.1050, 3.7580)  0.01
H (12.5520, 51.4160, 4.1030)  0.09
C (15.9060, 50.1540, 5.0110)  -0.32
O (16.9720, 50.4820, 4.4830)  -0.02
N (15.7640, 49.7060, 6.3100)  -0.19
C (14.5490, 49.2510, 6.8450)  -0.10
C (17.0260, 49.5330, 7.1860)  -0.01
H (14.9910, 50.0400, 4.5220)  0.10
H (13.6280, 49.8410, 6.6420)  0.08
H (14.5010, 48.8690, 7.9290)  0.11
H (14.3420, 48.3120, 6.2460)  0.07
H (17.9460, 49.7150, 6.6030)  0.08
H (17.0720, 48.4890, 7.4250)  0.05
H (16.7940, 50.2260, 8.0650)  0.11
C (10.2250, 43.5260, 8.1410)  -0.27
O (10.0460, 42.2460, 8.4280)  -0.11
N (9.9520, 43.9470, 6.9480)  -0.19
C (10.1610, 45.3660, 6.6830)  -0.04
C (9.3550, 43.2070, 5.9120)  -0.06
H (10.6970, 44.1930, 8.8450)  0.12
H (10.9150, 45.9370, 7.3870)  0.09
H (9.0240, 45.7330, 6.8590)  0.16
H (10.4020, 45.4360, 5.6850)  0.04
H (9.8980, 42.6890, 5.2530)  0.06
H (8.9390, 43.8500, 5.2410)  0.06
H (8.4210, 42.6230, 5.9570)  0.12

***

ORCA calculation (ωB97M-V with the def2-TZVPD basis set) on a structure of composition C43H56As2N6ORe at a distorted geometry.

Output
Charge: +2
Energy above the lowest of the compared OMol25 structures with the same formula, charge and spin (kcal/mol): 0.00
HOMO-LUMO gap (spin up / spin down) (Eh): 0.292 / 0.238
HOMO energy (spin up / spin down) (Eh): -0.4692 / -0.4700
2S+1: 4

Last column: Mulliken spin population.
CARTESIAN COORDINATES (ANGSTROEM)
Re (-3.8408, 15.4017, 15.0991)  2.70
C (-3.8334, 11.7988, 16.4452)  0.01
C (-3.4216, 11.5662, 17.8852)  0.01
As (-2.4899, 13.1096, 18.6685)  0.01
C (-2.7969, 12.6214, 20.5485)  0.01
C (-3.9551, 13.1803, 21.0548)  0.00
C (-4.2481, 13.1030, 22.4032)  0.00
C (-3.4118, 12.3835, 23.2273)  0.00
C (-2.1913, 11.9074, 22.7588)  0.00
C (-1.9019, 11.9747, 21.3975)  0.00
C (-0.6526, 12.7428, 18.2303)  -0.01
C (-0.2004, 11.6118, 17.5417)  0.00
C (1.1071, 11.4814, 17.1007)  0.00
C (1.9879, 12.5103, 17.3646)  0.00
C (1.5918, 13.6383, 18.0366)  0.00
C (0.2463, 13.7826, 18.3601)  0.01
As (-5.0141, 13.3857, 16.1307)  0.03
C (-6.2277, 13.1472, 17.6117)  -0.02
C (-6.7821, 11.8684, 17.7629)  -0.01
C (-7.7188, 11.6561, 18.7442)  0.00
C (-7.9904, 12.6383, 19.7064)  0.00
C (-7.4179, 13.8835, 19.6016)  0.01
C (-6.5400, 14.1205, 18.5382)  0.05
C (-6.1370, 12.9030, 14.6227)  -0.01
C (-7.5349, 12.9080, 14.6894)  0.02
C (-8.2976, 12.7047, 13.5236)  0.00
C (-7.6786, 12.5432, 12.3240)  0.01
C (-6.3290, 12.5786, 12.2534)  0.02
C (-5.5322, 12.7851, 13.3516)  0.01
H (-4.4329, 10.9916, 16.0406)  0.00
H (-3.0177, 11.9857, 15.7694)  -0.01
H (-2.7945, 10.6487, 17.9613)  0.00
H (-4.3194, 11.2993, 18.4773)  0.00
H (-4.6412, 13.7304, 20.4129)  0.01
H (-5.1837, 13.6210, 22.8425)  0.00
H (-3.6019, 12.2681, 24.2722)  0.00
H (-1.5687, 11.3607, 23.4310)  0.00
H (-0.9898, 11.6002, 20.9597)  0.00
H (-0.8713, 10.7359, 17.3855)  0.00
H (1.3785, 10.5752, 16.6239)  0.00
H (3.0244, 12.4011, 17.0449)  0.00
H (2.2879, 14.4375, 18.1967)  0.00
H (-0.0254, 14.7439, 18.7570)  0.00
H (-6.5537, 11.0517, 17.0589)  0.00
H (-8.1786, 10.6610, 18.8920)  0.00
H (-8.7235, 12.3150, 20.4239)  0.00
H (-7.6057, 14.6162, 20.4074)  0.00
H (-6.0247, 15.0937, 18.4538)  0.04
H (-8.1457, 13.1050, 15.5683)  0.00
H (-9.3579, 12.6987, 13.6943)  0.00
H (-8.2414, 12.2820, 11.4509)  0.00
H (-5.8493, 12.3806, 11.2684)  0.00
H (-4.4702, 12.7858, 13.1361)  -0.03
O (-3.7943, 16.4860, 18.5792)  0.01
C (-2.7772, 17.1102, 19.3362)  0.02
C (-1.4460, 17.1243, 18.6650)  -0.02
C (-0.2322, 17.0574, 19.3781)  0.00
C (0.9633, 17.2480, 18.6661)  0.00
C (0.8678, 17.5141, 17.2944)  0.00
C (-0.3467, 17.4442, 16.6903)  0.02
N (-1.4856, 17.3110, 17.3364)  0.02
H (-3.5494, 15.5265, 18.4660)  0.00
H (-2.7169, 16.6335, 20.3259)  0.00
H (-3.1510, 18.1128, 19.5793)  0.00
H (-0.2504, 16.9176, 20.4412)  0.00
H (1.9173, 17.2490, 19.1122)  0.00
H (1.7366, 17.7385, 16.7067)  0.00
H (-0.3859, 17.6393, 15.6360)  0.00
N (-5.5836, 16.8533, 11.6885)  0.01
C (-6.7754, 16.3916, 12.1178)  0.00
C (-6.5485, 15.8252, 13.3476)  0.04
N (-5.2083, 15.9092, 13.5662)  0.02
C (-4.6220, 16.5467, 12.5610)  0.05
H (-5.4994, 17.2620, 10.7722)  0.00
H (-7.7108, 16.4822, 11.5932)  0.00
H (-7.2158, 15.3701, 14.0580)  0.00
H (-3.6120, 16.9094, 12.5766)  0.00
C (-0.6182, 15.5127, 12.8162)  0.00
C (-1.0910, 14.4531, 13.7974)  0.09
C (-0.1365, 14.3136, 14.9652)  0.01
C (-1.4399, 13.1592, 13.1670)  0.01
N (-2.3062, 14.9425, 14.4884)  -0.22
H (0.4042, 15.1871, 12.6491)  0.00
H (-0.4820, 16.4988, 13.2494)  0.00
H (-1.1826, 15.5766, 11.8438)  0.00
H (0.8167, 13.9402, 14.6004)  0.00
H (-0.4994, 13.5193, 15.6307)  0.00
H (0.0016, 15.2150, 15.5460)  -0.02
H (-0.4945, 12.7809, 12.8085)  0.00
H (-2.0372, 13.2195, 12.2925)  0.00
H (-1.7747, 12.4294, 13.8787)  0.00
C (-8.0886, 18.5984, 16.2867)  0.00
C (-6.5810, 18.8542, 16.2337)  0.02
C (-6.0173, 19.4334, 17.5296)  0.00
C (-6.2800, 19.7309, 15.0701)  0.00
N (-6.0065, 17.4940, 16.0600)  0.01
N (-4.5458, 17.3484, 15.9658)  0.09
H (-8.5922, 19.5211, 16.5480)  0.00
H (-8.3496, 17.8399, 16.9961)  0.00
H (-8.4909, 18.2872, 15.3267)  0.00
H (-6.4384, 20.4055, 17.8341)  0.00
H (-4.9391, 19.5157, 17.4420)  0.00
H (-6.2613, 18.7659, 18.3448)  0.00
H (-6.8842, 20.6989, 15.1040)  0.00
H (-6.4670, 19.2751, 14.0721)  0.00
H (-5.2129, 20.0129, 15.0656)  0.00
H (-6.2421, 16.9775, 16.9406)  0.00
H (-4.0930, 17.5208, 16.8686)  -0.04
H (-4.2501, 18.0130, 15.2899)  0.02